1.
One molecule with the formula C6H6N2 at a distorted geometry. Source: the OMol25 dataset; level of theory: ωB97M-V/def2-TZVPD.

Summary:
HOMO level, eV: -8.85
SMILES string: [H]/N=c1/cccccn1
DFT total energy, eV: -9297.6608
ΔE to the lowest compared entry with this formula, charge and spin, kcal per mole: 25.0
Kohn-Sham gap, Ha: 0.3062
2S+1: 1
Molecular weight, g/mol: 106.128

The geometry in XYZ format:
```
14
Properties=species:S:1:pos:R:3:mulliken_charge:R:1
C -1.50647 -0.03491 0.00443 0.483
C -0.73922 1.23197 -0.01786 -0.292
C 0.57522 1.47142 -0.02469 -0.279
C 1.66012 0.50892 0.01986 -0.151
C 1.53407 -0.82916 0.08388 -0.431
C 0.29757 -1.63847 -0.03444 0.044
H -3.21205 -0.84725 0.10032 0.304
H -1.40560 2.09240 -0.08680 0.314
H 0.90199 2.50912 -0.07219 0.293
H 2.67981 0.88701 0.05485 0.311
H 2.47734 -1.39368 0.10029 0.264
H 0.46458 -2.72875 -0.14711 0.321
N -2.78601 0.10320 0.06663 -0.674
N -0.94135 -1.33181 -0.04716 -0.508
```

***

2.
One molecule with the formula C6H6N2 at a distorted geometry. Source: the OMol25 dataset; level of theory: ωB97M-V/def2-TZVPD.

Summary:
HOMO level, eV: -7.96
SMILES string: C#C[C@H]1C=CC=NN1
DFT total energy, eV: -9291.9037
ΔE to the lowest compared entry with this formula, charge and spin, kcal per mole: 157.8
Kohn-Sham gap, Ha: 0.2984
2S+1: 1
Molecular weight, g/mol: 106.128

The geometry in XYZ format:
```
14
Properties=species:S:1:pos:R:3:mulliken_charge:R:1
C 3.26981 -0.30432 -0.01552 -0.400
C 2.08709 0.18649 0.08832 -0.497
C 0.67818 0.20607 0.29980 0.730
C -2.11001 -0.48644 0.31569 -0.566
C -1.75962 0.82342 -0.01503 0.085
C -0.44579 1.03280 -0.35958 -0.444
H 4.22513 -0.28797 -0.34906 0.391
H 0.28363 0.38322 1.43460 0.209
H 0.70347 -1.88698 -0.07129 0.333
H -3.20926 -1.02755 0.31945 0.272
H -2.33610 1.81426 -0.24710 0.267
H -0.28142 2.09849 -0.86828 0.190
N 0.07424 -1.05808 -0.25898 0.035
N -1.17935 -1.49341 -0.27303 -0.605
```

***

3.
C6H6N2 as an isolated structure at a distorted geometry. Source: the OMol25 dataset; level of theory: ωB97M-V/def2-TZVPD.

Summary:
HOMO level, eV: -9.21
DFT total energy, eV: -9291.6411
ΔE to the lowest compared entry with this formula, charge and spin, kcal per mole: 163.8
Kohn-Sham gap, Ha: 0.3377
2S+1: 1
Molecular weight, g/mol: 106.128

The geometry in XYZ format:
```
14
Properties=species:S:1:pos:R:3:mulliken_charge:R:1
C -2.21515 -0.53047 -0.45177 -0.091
C -0.78001 -0.56473 -0.55324 -0.108
C -0.11638 0.92191 -0.38241 -0.158
C 0.06871 -0.74231 0.64203 -0.055
C 1.50850 -0.69936 0.06627 -0.730
C 1.33059 0.51897 -0.46312 -0.481
H -0.30069 -1.09674 -1.52515 0.314
H -0.61233 1.79191 -0.70126 0.512
H 0.48561 1.12855 1.45359 0.321
H -0.21254 -1.47912 1.34822 0.547
H 2.22165 -1.34749 0.13260 0.611
H 2.22737 1.28471 -0.71868 0.215
N -3.23058 0.20726 0.17471 -0.342
N -0.37475 0.60689 0.97822 -0.553
```

***

4.
One molecule with the formula C6H6N2 at a distorted geometry. Source: the OMol25 dataset; level of theory: ωB97M-V/def2-TZVPD.

Summary:
HOMO level, eV: -7.07
SMILES string: c1cc2cc[nH]n2c1
DFT total energy, eV: -9295.8425
ΔE to the lowest compared entry with this formula, charge and spin, kcal per mole: 66.9
Kohn-Sham gap, Ha: 0.2957
2S+1: 1
Molecular weight, g/mol: 106.128

The geometry in XYZ format:
```
14
Properties=species:S:1:pos:R:3:mulliken_charge:R:1
C 1.88119 0.46930 -1.00003 -0.352
C 0.84292 -0.10321 -1.57755 -0.632
C -0.22458 -0.34837 -0.61873 0.550
C -1.52919 -0.89059 -0.43416 -0.810
C -1.85533 -0.54856 0.84596 -0.110
C 1.45759 0.85166 0.38917 -0.302
H 2.82886 0.77132 -1.43390 0.376
H 0.73424 -0.13491 -2.79089 0.179
H -2.13079 -1.13495 -1.22559 0.390
H -2.63090 -0.64709 1.68880 0.362
H -0.28656 -0.14064 2.43317 0.273
H 1.87032 1.63046 1.08327 0.328
N -0.73773 0.21032 1.53819 -0.688
N 0.19191 0.22889 0.54999 0.439
```